C25H29F5N7OSmTe as an isolated structure in a non-equilibrium geometry. Source: the OMol25 dataset; level of theory: the ωB97M-V functional and the def2-TZVPD basis.

Last column: Löwdin charge in e.
Positions of all 69 atoms, in Å:
F1 4.04 -0.77 0.82  -0.509
C1 -0.15 4.04 -0.68  -0.246
F2 2.26 0.47 2.21  -0.595
H1 1.70 4.00 0.89  0.078
H2 -1.91 -3.80 -0.72  0.167
N1 -1.37 0.52 1.90  -0.060
C2 1.47 -0.39 5.79  -0.033
H3 1.65 -1.67 1.64  0.097
H4 -3.98 -1.43 -4.66  0.102
F3 4.87 0.75 -0.96  -0.496
H5 -0.47 4.02 0.36  0.090
H6 1.20 -2.02 3.75  0.117
N2 -0.63 -0.89 -0.69  0.091
H7 -2.89 0.74 -4.41  0.102
O1 2.13 0.53 -0.58  -0.766
H8 0.85 0.02 9.10  0.097
H9 0.67 6.02 -0.56  0.120
H10 -0.68 -3.26 1.54  0.124
C3 -0.62 0.12 7.53  -0.092
H11 0.20 2.59 -2.08  0.088
H12 -3.77 3.85 -0.27  0.098
H13 2.71 -0.43 7.53  0.100
H14 -0.90 2.12 4.65  0.150
Te1 3.53 1.07 0.39  1.898
H15 -3.52 -3.28 -3.08  0.110
N3 0.23 2.68 -1.07  -0.020
C4 -3.03 -2.32 -2.97  -0.018
F4 1.07 2.76 1.54  -0.476
C5 1.70 -0.30 7.15  -0.087
C6 -1.84 2.59 2.80  -0.210
C7 -1.96 1.76 1.66  -0.300
C8 -2.37 3.86 2.83  -0.026
H16 -2.27 4.49 3.70  0.106
H17 0.76 -3.37 0.54  0.140
C9 -2.66 -0.04 -3.70  -0.085
C10 0.66 -0.05 8.03  -0.104
C11 -0.74 -2.11 -0.22  -0.285
H18 2.75 3.91 -0.38  -0.031
C12 1.01 5.02 -0.81  -0.140
C13 0.32 -1.67 3.20  -0.134
C14 -2.66 2.20 0.55  -0.041
N4 -1.18 1.84 3.73  0.160
H19 1.21 2.52 -0.84  -0.005
H20 -2.80 1.55 -0.30  0.101
H21 -1.29 1.16 -2.55  0.086
C15 -3.29 -1.28 -3.85  -0.092
H22 2.29 -0.56 5.11  0.114
N5 0.64 -1.63 1.75  -0.123
C16 -3.06 4.30 1.69  -0.117
Sm1 0.58 0.78 0.88  1.521
H23 1.41 5.04 -1.83  0.126
C17 -1.76 0.20 -2.68  -0.017
H24 -1.87 0.13 5.79  0.116
C18 -0.86 0.03 6.17  -0.050
N6 -1.63 -2.86 -0.93  0.172
H25 -3.51 5.29 1.69  0.095
H26 2.64 5.36 0.49  0.150
C19 0.18 -0.22 5.26  -0.198
C20 -2.13 -2.07 -1.95  -0.181
C21 -1.49 -0.83 -1.79  -0.203
H27 -1.00 4.37 -1.28  0.123
C22 -3.21 3.49 0.58  -0.128
C23 -0.09 -0.35 3.82  -0.177
H28 -0.47 -2.41 3.36  0.121
N7 2.10 4.59 0.12  0.119
C24 -0.86 0.59 3.18  -0.350
F5 3.41 2.93 -0.82  -0.471
C25 0.02 -2.67 0.94  -0.109
H29 -1.45 0.30 8.21  0.099

## Properties
**E_tot**: -2854.14055 a.u.
**Spin multiplicity**: 6